No. 1
6
Properties=species:S:1:pos:R:3 method="wB97M-V/def2-TZVPD" total_energy_ha=-152.86579 e_lumo_ev=0.6 homo_lumo_gap_ev=11.449 smiles=O.O e_above_lowest_kcal_mol=5.7
H 0.3447 -1.7526 0.5553
H 0.5213 -1.2915 -0.8833
H -0.2512 0.6119 0.0493
H -1.1164 1.8846 0.0053
O 0.6712 -1.0149 0.0112
O -0.1695 1.5625 0.2623



No. 2
28
Properties=species:S:1:pos:R:3 method="wB97M-V/def2-TZVPD" total_energy_ha=-763.67697 e_lumo_ev=3.2 homo_lumo_gap_ev=9.575 total_charge=-1 e_above_lowest_kcal_mol=4.9
O -0.9088 0.4437 -0.7509
C -1.5667 -0.6408 -0.7438
O -1.2619 -1.6969 -0.1578
C -2.9301 -0.5621 -1.5157
H -3.6503 -0.7933 -0.7372
H -3.0010 0.4968 -1.9497
H -3.0503 -1.1577 -2.4078
H 2.0278 3.5112 -0.3689
H 0.6698 3.2009 -1.2125
O 1.5549 3.5824 -1.2256
H 0.8255 -0.1423 -0.5435
H 0.9059 -1.0383 0.6035
O 1.5026 -0.4851 0.0810
H 4.2677 0.9821 -0.2561
H 3.5176 -0.3381 -0.0267
O 4.0077 0.3682 0.4474
H -1.3332 -1.0918 2.1273
H -0.2947 -2.2335 2.3789
O -0.8322 -1.5587 2.8045
H -2.4927 -3.3448 -1.4299
H -1.0872 -3.3977 -1.4742
O -1.8239 -3.7760 -1.9833
H 2.7149 1.6309 1.0844
H 1.4527 2.4022 1.2897
O 2.4125 2.5550 1.1823
H -0.0088 0.8195 2.1023
H -0.9673 0.8289 0.9832
O -0.6505 1.4351 1.6992



No. 3
70
Properties=species:S:1:pos:R:3 method="wB97M-V/def2-TZVPD" total_energy_ha=-2163.14842 e_lumo_ev=-6.3 homo_lumo_gap_ev=7.169 total_charge=+2 e_above_lowest_kcal_mol=0.0
Zr -1.6214 0.6333 1.3764
C 2.0471 -2.6675 -2.7614
O 1.7245 -1.2931 -2.5361
C 2.6932 -0.3795 -2.7865
C 3.9838 -0.6707 -3.2091
C 4.8891 0.3642 -3.4122
C 4.5310 1.6872 -3.2053
C 3.2390 1.9835 -2.7964
C 2.3321 0.9592 -2.5908
N 0.9907 1.2358 -2.1621
C 0.6476 1.2500 -0.8660
N 1.6274 1.2274 0.0372
C 1.5217 1.3086 1.4389
C 0.3552 1.0483 2.1551
C 0.4215 1.1859 3.5663
C 1.5905 1.5538 4.1987
C 2.7497 1.7824 3.4607
C 2.7231 1.6582 2.0832
O 3.7767 1.8504 1.2595
C 5.0379 2.1939 1.8430
N -0.6332 1.2886 -0.4721
C -1.6681 1.4421 -1.4315
C -1.7863 2.5131 -2.3186
C -2.8991 2.6122 -3.1381
C -3.9168 1.6689 -3.0642
C -3.8354 0.6158 -2.1659
C -2.7066 0.5185 -1.3714
O -2.5397 -0.4837 -0.3988
C -3.1226 -1.7854 -0.6876
H 2.8688 -2.9822 -2.1165
H 2.3066 -2.8378 -3.8067
H 1.1537 -3.2309 -2.5114
H 4.2916 -1.6912 -3.3813
H 5.8903 0.1233 -3.7431
H 5.2425 2.4822 -3.3763
H 2.9244 3.0090 -2.6477
H 0.2497 1.0243 -2.8153
H 2.5756 1.2533 -0.3240
H -0.4545 0.9971 4.1753
H 1.6178 1.6544 5.2751
H 3.6627 2.0588 3.9672
H 5.7310 2.2901 1.0144
H 5.3755 1.4052 2.5159
H 4.9669 3.1426 2.3754
H -0.9969 3.2528 -2.3664
H -2.9794 3.4352 -3.8347
H -4.7850 1.7593 -3.7018
H -4.6330 -0.1105 -2.0959
H -2.5715 -2.5063 -0.0949
H -2.9897 -1.9890 -1.7473
H -4.1753 -1.7821 -0.4148
O -2.5223 -6.2837 1.8552
C -1.9076 -5.1901 1.3946
O -1.1358 -5.2395 0.4799
C -2.2484 -3.8664 2.0221
C -3.5544 -3.5056 2.3598
C -3.8607 -2.2166 2.7407
C -2.8397 -1.2605 2.8723
S -3.1988 0.4111 3.2974
C -1.5144 -1.6551 2.6073
C -1.2306 -2.9450 2.1466
H -2.9987 -6.1191 2.6793
H -4.3540 -4.2328 2.2749
H -4.8832 -1.9361 2.9542
H -0.6834 -1.0230 2.9165
H -0.2147 -3.2325 1.9084
N -2.4811 2.7871 1.2875
H -3.2891 2.9414 1.8865
H -2.7476 3.0624 0.3420
H -1.7596 3.4447 1.5843



No. 4
20
Properties=species:S:1:pos:R:3 method="wB97M-V/def2-TZVPD" total_energy_ha=-705.30681 e_lumo_ev=0.7 homo_lumo_gap_ev=9.613 e_above_lowest_kcal_mol=54.0
C 4.5496 -0.5699 -0.1025
C 0.1468 -1.2528 0.2307
C -2.0049 -0.2341 1.1995
C -1.4991 0.1011 -1.2315
C -0.9052 -0.0818 0.1415
N 3.4767 -0.3828 0.3253
N 1.1239 1.6105 -0.7076
S -0.0415 1.5167 0.5773
H 1.0999 2.5882 -0.9857
H 0.0765 -1.7756 1.1486
H -0.0593 -1.8390 -0.5962
H 1.0833 -0.7375 0.1732
H -2.1230 -1.2988 1.4768
H -3.0891 0.0017 0.8292
H -1.6907 0.3162 2.0587
H -1.9387 -0.7819 -1.5942
H -2.2688 0.7379 -1.2480
H -0.7251 0.6655 -1.9394
H 2.7050 0.0503 0.7144
H 2.0837 1.3661 -0.4703



No. 5
22
Properties=species:S:1:pos:R:3 method="wB97M-V/def2-TZVPD" total_energy_ha=-367.29065 e_lumo_ev=1.0 homo_lumo_gap_ev=10.233 smiles="C=C[C@H](C)C#N.C=CC" e_above_lowest_kcal_mol=54.3
C -1.2941 0.6953 -0.6836
C -1.0526 -0.3076 -1.5493
C -2.6585 0.9794 -0.1365
C -0.2494 -0.1553 1.5458
N -1.1238 0.1190 2.2412
H -0.6053 1.5333 -0.6645
H 0.3363 -1.4309 -0.6564
H -0.2218 -0.2695 -2.2370
H -1.8099 -1.0468 -1.7494
H -3.2773 0.0832 -0.1567
H -2.5886 1.3138 0.9021
H -3.1312 1.7693 -0.7189
C 1.1357 -0.6573 1.1827
C 1.9160 0.5718 0.7968
C 1.0449 -1.7604 0.1557
C 2.3566 0.8795 -0.4106
H 1.5410 -1.0479 2.1230
H 2.0287 1.2828 1.6057
H 2.0036 -1.9618 -0.3120
H 2.2203 0.2335 -1.2607
H 2.7786 1.8485 -0.6177
H 0.6508 -2.6721 0.6002



No. 6
90
Properties=species:S:1:pos:R:3 method="wB97M-V/def2-TZVPD" multiplicity=4 total_energy_ha=-3138.03359 e_lumo_ev="-5.4 / -8.7" homo_lumo_gap_ev="7.047 / 3.537" total_charge=+2 e_above_lowest_kcal_mol=0.0
P 0.1946 -1.4060 -6.6540
P 0.0098 1.7926 -6.5415
C -0.2034 -0.4807 -8.2290
C 0.2826 0.9737 -8.2001
H -1.2948 -0.5064 -8.3487
H 0.2339 -1.0209 -9.0807
H 1.3615 1.0100 -8.4017
H -0.2178 1.5675 -8.9782
C -1.5916 2.6548 -6.8913
H -1.8133 3.3481 -6.0691
H -2.4094 1.9251 -6.9393
H -1.5588 3.2186 -7.8326
C 1.1601 3.2247 -6.7485
H 0.9899 3.7611 -7.6913
H 2.1985 2.8695 -6.7240
H 1.0260 3.9245 -5.9133
C -0.9656 -2.8286 -6.8693
H -0.7679 -3.5815 -6.0950
H -0.8659 -3.3001 -7.8558
H -1.9998 -2.4826 -6.7433
C 1.7665 -2.2323 -7.1796
H 2.5772 -1.4955 -7.2399
H 1.6639 -2.7326 -8.1512
H 2.0507 -2.9771 -6.4244
Tc -0.0006 -0.0152 -0.2302
C 0.6687 1.5213 -1.5069
C -0.7236 1.4515 -1.5857
C -1.4976 0.7365 -2.6709
C -1.8740 -0.7156 -2.3033
C -0.8114 -1.4398 -1.5108
C 0.5579 -1.3637 -1.7240
C 1.2241 -0.5891 -2.8460
C 1.6416 0.8403 -2.4351
C 0.0413 -1.5633 1.4264
H 1.0958 2.3200 -0.8903
H -1.2913 2.1882 -0.9985
H -0.9312 0.7575 -3.6129
H -2.4258 1.2974 -2.8695
H -2.7839 -0.6970 -1.6825
H -2.1395 -1.2765 -3.2117
H -1.1805 -2.2819 -0.9138
H 1.1822 -2.1356 -1.2498
H 0.5657 -0.5560 -3.7265
H 2.1254 -1.1345 -3.1715
H 2.6082 0.7870 -1.9102
H 1.8153 1.4543 -3.3308
H 0.8612 -1.2885 2.2405
H 0.4026 -2.5798 0.9553
H -0.9191 -1.5869 1.9042
C 3.3944 0.2323 4.3875
Si 1.8880 1.0991 5.0758
C 2.0425 1.2199 6.9336
C 1.9050 2.8238 4.3566
Si -0.0022 -0.0096 4.4862
Te -0.0536 0.3088 2.1567
Si 0.0016 -2.1681 5.2135
C 0.0265 -2.2378 7.0798
C -1.5072 -3.1033 4.6266
C 1.4879 -3.1110 4.5799
Si -1.8896 1.0957 5.0780
C -2.0480 1.1990 6.9364
C -1.9032 2.8267 4.3735
C -3.3943 0.2370 4.3761
H 4.2871 0.8270 4.6487
H 3.3093 0.1553 3.2937
H 3.4951 -0.7666 4.8326
H 2.9693 1.7708 7.1725
H 1.1801 1.7632 7.3465
H 2.0999 0.2135 7.3724
H 1.8028 2.7707 3.2625
H 1.0922 3.4234 4.7880
H 2.8669 3.2983 4.6172
H -0.8658 -1.7424 7.4883
H 0.0243 -3.2981 7.3887
H 0.9361 -1.7544 7.4635
H -1.5588 -3.1021 3.5297
H -1.4271 -4.1450 4.9834
H -2.4170 -2.6598 5.0528
H 1.5038 -3.1123 3.4822
H 2.4134 -2.6711 4.9745
H 1.4149 -4.1516 4.9417
H -1.1858 1.7375 7.3563
H -2.9747 1.7487 7.1784
H -2.1072 0.1880 7.3643
H -1.7965 2.7835 3.2794
H -2.8661 3.2990 4.6341
H -1.0921 3.4221 4.8139
H -3.3055 0.1720 3.2819
H -3.4973 -0.7674 4.8078
H -4.2874 0.8289 4.6412